# C32H30BrN6O4SSr

A molecular structure, C32H30BrN6O4SSr (ωB97M-V with the def2-TZVPD basis set, the OMol25 dataset).

Geometry (Å):
Sr 0.166 0.602 -0.188
Br -1.551 -1.003 -3.229
C -1.438 -2.813 -2.656
C -2.237 -3.720 -3.290
C -2.196 -5.074 -2.894
C -1.345 -5.465 -1.903
C -0.502 -4.530 -1.250
C 0.400 -4.954 -0.245
C 1.216 -4.044 0.360
C 1.137 -2.677 0.005
C 0.265 -2.158 -0.937
C -0.542 -3.145 -1.596
H -2.890 -3.402 -4.092
H -2.833 -5.793 -3.393
H -1.292 -6.506 -1.604
H 0.427 -6.005 0.024
H 1.914 -4.364 1.126
H 1.788 -2.004 0.561
C 7.404 -1.612 3.907
C 6.157 -0.902 3.455
C 5.519 0.016 4.279
C 4.352 0.652 3.873
C 3.819 0.367 2.629
C 4.445 -0.543 1.786
C 5.605 -1.169 2.202
S 2.298 1.140 2.129
O 1.300 0.073 2.151
O 2.086 2.248 3.027
N 2.451 1.507 0.613
C 2.411 2.806 0.132
C 3.041 3.908 0.729
C 2.881 5.144 0.146
C 2.113 5.273 -1.011
C 1.538 4.133 -1.532
N 1.685 2.924 -0.985
H 7.879 -1.086 4.735
H 8.127 -1.693 3.094
H 7.175 -2.626 4.243
H 5.940 0.242 5.252
H 3.853 1.372 4.506
H 4.024 -0.744 0.809
H 6.096 -1.876 1.543
H 3.605 3.773 1.640
H 3.345 6.016 0.591
H 1.948 6.231 -1.482
H 0.916 4.181 -2.418
O -1.932 0.271 1.225
C -2.974 -0.308 0.917
C -4.322 0.245 1.315
C -5.152 0.766 0.115
C -4.705 0.251 -1.253
C -4.831 -1.260 -1.444
C -4.168 -2.069 -0.320
N -2.965 -1.449 0.207
H -4.122 1.049 2.018
H -4.867 -0.538 1.848
H -5.081 1.854 0.102
H -6.205 0.520 0.278
H -3.668 0.551 -1.425
H -5.290 0.754 -2.027
H -4.376 -1.527 -2.399
H -5.884 -1.551 -1.494
H -3.890 -3.061 -0.676
H -4.872 -2.211 0.503
H -2.058 -1.773 -0.115
N -2.071 2.755 -3.618
C -1.921 2.845 -2.259
O -1.563 1.826 -1.625
C -2.209 4.087 -1.636
C -2.555 5.209 -2.416
N -2.837 6.078 -3.126
C -2.101 4.187 -0.230
N -2.008 4.258 0.919
H -1.664 1.950 -4.061
H -2.206 3.589 -4.163

Summary:
* HOMO: -5.1463 eV
* total charge: -1

Partial atomic charges computed with the Löwdin method, in multiples of e: atom 1 (Sr): 1.444, atom 2 (Br): 0.818, atom 3 (C): -0.613, atom 4 (C): -0.162, atom 5 (C): -0.104, atom 6 (C): -0.058, atom 7 (C): -0.184, atom 8 (C): -0.069, atom 9 (C): -0.096, atom 10 (C): -0.171, atom 11 (C): -0.184, atom 12 (C): -0.285, atom 13 (H): 0.089, atom 14 (H): 0.095, atom 15 (H): 0.103, atom 16 (H): 0.099, atom 17 (H): 0.095, atom 18 (H): 0.051, atom 19 (C): -0.059, atom 20 (C): -0.281, atom 21 (C): -0.044, atom 22 (C): -0.050, atom 23 (C): -0.267, atom 24 (C): -0.053, atom 25 (C): -0.041, atom 26 (S): 0.540, atom 27 (O): -0.409, atom 28 (O): -0.300, atom 29 (N): -0.246, atom 30 (C): -0.424, atom 31 (C): -0.020, atom 32 (C): -0.071, atom 33 (C): -0.079, atom 34 (C): -0.144, atom 35 (N): 0.056, atom 36 (H): 0.071, atom 37 (H): 0.075, atom 38 (H): 0.081, atom 39 (H): 0.108, atom 40 (H): 0.110, atom 41 (H): 0.109, atom 42 (H): 0.112, atom 43 (H): 0.105, atom 44 (H): 0.103, atom 45 (H): 0.096, atom 46 (H): 0.106, atom 47 (O): -0.078, atom 48 (C): -0.481, atom 49 (C): -0.084, atom 50 (C): -0.162, atom 51 (C): -0.203, atom 52 (C): -0.181, atom 53 (C): -0.162, atom 54 (N): 0.107, atom 55 (H): 0.120, atom 56 (H): 0.111, atom 57 (H): 0.110, atom 58 (H): 0.107, atom 59 (H): 0.077, atom 60 (H): 0.116, atom 61 (H): 0.072, atom 62 (H): 0.109, atom 63 (H): 0.116, atom 64 (H): 0.111, atom 65 (H): 0.105, atom 66 (N): 0.167, atom 67 (C): -0.553, atom 68 (O): -0.213, atom 69 (C): -0.232, atom 70 (C): -0.270, atom 71 (N): 0.100, atom 72 (C): -0.248, atom 73 (N): 0.132, atom 74 (H): 0.073, atom 75 (H): 0.082


# C32H30IrN3O6P3S2Se2

A molecular structure, C32H30IrN3O6P3S2Se2 (ωB97M-V with the def2-TZVPD basis set, the OMol25 dataset).

Geometry (Å):
Ir -2.275 -0.610 -2.663
O -5.148 -1.506 -5.358
C -4.237 -1.438 -4.550
O -3.875 -0.362 -3.932
C -3.428 -2.735 -4.166
O -3.687 -3.804 -4.689
O -2.486 -2.555 -3.293
C 2.722 1.796 -1.873
C 1.252 2.103 -2.069
O 0.842 1.450 -3.261
P -0.654 1.679 -3.847
S -1.977 1.761 -2.336
S -0.892 0.408 -5.293
O -0.544 3.232 -4.346
C 0.320 3.518 -5.442
C 0.842 4.931 -5.276
H 3.100 2.267 -0.961
H 3.305 2.164 -2.719
H 2.862 0.717 -1.796
H 1.068 3.181 -2.141
H 0.653 1.725 -1.236
H -0.244 3.409 -6.372
H 1.144 2.801 -5.473
H 0.011 5.632 -5.182
H 1.447 5.219 -6.139
H 1.456 5.007 -4.377
Se 0.647 -2.376 3.662
P 1.364 -1.379 1.945
C 1.599 0.408 2.258
C 1.690 1.294 1.188
C 1.836 2.653 1.423
C 1.906 3.132 2.725
C 1.826 2.249 3.793
C 1.666 0.890 3.560
C 3.017 -1.987 1.494
C 4.163 -1.273 1.811
C 5.416 -1.802 1.523
C 5.522 -3.044 0.918
C 4.373 -3.760 0.600
C 3.126 -3.236 0.888
C 0.470 -1.445 0.397
C -0.847 -1.322 -0.061
N -0.748 -1.073 -1.388
N 0.527 -1.120 -1.743
N 1.274 -1.332 -0.690
P -2.487 -1.230 0.667
Se -4.077 -1.524 -0.686
C -2.466 0.385 1.497
C -1.558 0.628 2.528
C -1.453 1.897 3.073
C -2.249 2.927 2.584
C -3.148 2.686 1.556
C -3.260 1.414 1.011
C -2.577 -2.502 1.952
C -3.148 -2.267 3.197
C -3.315 -3.315 4.090
C -2.930 -4.599 3.736
C -2.388 -4.840 2.480
C -2.215 -3.796 1.589
H 1.637 0.916 0.175
H 1.881 3.339 0.587
H 2.011 4.195 2.905
H 1.873 2.618 4.810
H 1.569 0.190 4.382
H 4.084 -0.297 2.274
H 6.306 -1.236 1.766
H 6.498 -3.452 0.685
H 4.451 -4.724 0.114
H 2.230 -3.784 0.625
H -0.929 -0.173 2.903
H -0.736 2.083 3.864
H -2.156 3.924 2.999
H -3.751 3.492 1.159
H -3.943 1.210 0.195
H -3.458 -1.267 3.471
H -3.748 -3.126 5.065
H -3.058 -5.416 4.436
H -2.091 -5.842 2.198
H -1.802 -3.979 0.604

Summary:
* HOMO (spin up / spin down): -1.1142 / -1.8242 eV
* total charge: -2
* multiplicity: 2

Partial atomic charges computed with the Löwdin method, in multiples of e: atom 1 (Ir): 0.731, atom 2 (O): 0.022, atom 3 (C): -0.602, atom 4 (O): -0.276, atom 5 (C): -0.598, atom 6 (O): 0.025, atom 7 (O): -0.251, atom 8 (C): -0.082, atom 9 (C): -0.349, atom 10 (O): -0.372, atom 11 (P): -0.167, atom 12 (S): 0.276, atom 13 (S): 0.286, atom 14 (O): -0.368, atom 15 (C): -0.342, atom 16 (C): -0.089, atom 17 (H): 0.053, atom 18 (H): 0.074, atom 19 (H): 0.072, atom 20 (H): 0.110, atom 21 (H): 0.058, atom 22 (H): 0.105, atom 23 (H): 0.099, atom 24 (H): 0.071, atom 25 (H): 0.066, atom 26 (H): 0.067, atom 27 (Se): 0.299, atom 28 (P): 0.545, atom 29 (C): -0.359, atom 30 (C): -0.064, atom 31 (C): -0.063, atom 32 (C): -0.089, atom 33 (C): -0.111, atom 34 (C): -0.137, atom 35 (C): -0.352, atom 36 (C): -0.076, atom 37 (C): -0.094, atom 38 (C): -0.102, atom 39 (C): -0.083, atom 40 (C): -0.092, atom 41 (C): -0.418, atom 42 (C): -0.382, atom 43 (N): -0.217, atom 44 (N): 0.005, atom 45 (N): -0.007, atom 46 (P): 0.574, atom 47 (Se): 0.448, atom 48 (C): -0.327, atom 49 (C): -0.096, atom 50 (C): -0.081, atom 51 (C): -0.086, atom 52 (C): -0.080, atom 53 (C): -0.116, atom 54 (C): -0.386, atom 55 (C): -0.100, atom 56 (C): -0.098, atom 57 (C): -0.102, atom 58 (C): -0.089, atom 59 (C): -0.104, atom 60 (H): 0.065, atom 61 (H): 0.101, atom 62 (H): 0.098, atom 63 (H): 0.100, atom 64 (H): 0.058, atom 65 (H): 0.100, atom 66 (H): 0.095, atom 67 (H): 0.093, atom 68 (H): 0.100, atom 69 (H): 0.111, atom 70 (H): 0.037, atom 71 (H): 0.088, atom 72 (H): 0.095, atom 73 (H): 0.102, atom 74 (H): 0.064, atom 75 (H): 0.106, atom 76 (H): 0.096, atom 77 (H): 0.093, atom 78 (H): 0.101, atom 79 (H): 0.117


Ordered ΔE to the lowest compared entry with this formula, charge and spin results: 0.0 0.0; unit kcal/mol.